Entry 1:
The following is a quantum chemistry calculation of a molecular structure, C31H29N4O2PSZn, from OMol25.

```
69
Properties=species:S:1:pos:R:3:forces:R:3:lowdin_charge:R:1
Zn -0.085 -0.592 1.083 -0.12 0.16 0.29 0.6477
N -6.860 -4.075 2.687 0.00 0.07 0.09 0.1090
C -5.807 -3.502 2.024 0.00 -0.02 -0.04 -0.3195
C -4.491 -3.760 2.422 0.04 0.00 0.01 -0.0273
C -3.431 -3.171 1.762 -0.06 0.04 -0.02 -0.0533
C -3.674 -2.320 0.690 -0.05 -0.02 0.05 -0.2997
C -4.976 -2.055 0.280 0.05 -0.01 -0.01 -0.0590
C -6.033 -2.642 0.943 -0.01 0.02 -0.03 -0.0257
S -2.342 -1.545 -0.131 0.39 -0.35 -0.30 0.6116
O -2.664 -1.405 -1.521 -0.09 -0.02 0.05 -0.2813
O -1.119 -2.318 0.203 -0.35 0.04 -0.03 -0.3875
N -1.971 -0.175 0.596 0.02 0.29 0.04 -0.1879
C -2.602 1.026 0.411 0.11 0.00 0.10 -0.4598
N -3.843 1.065 -0.077 -0.03 0.07 0.02 0.1394
C -4.366 2.277 -0.233 -0.01 -0.04 -0.11 -0.1266
C -3.692 3.440 0.087 0.06 0.01 0.08 -0.0623
C -2.416 3.276 0.614 -0.05 -0.03 -0.11 -0.1348
N -1.860 2.088 0.778 -0.08 -0.06 -0.03 0.1325
H -6.696 -4.764 3.396 -0.01 -0.04 -0.02 0.0930
H -7.795 -3.970 2.343 -0.01 -0.03 -0.02 0.0930
H -4.307 -4.432 3.252 0.01 0.00 0.00 0.1105
H -2.413 -3.378 2.060 0.01 -0.01 0.01 0.1135
H -5.141 -1.388 -0.555 -0.01 -0.01 0.01 0.1077
H -7.049 -2.441 0.625 0.00 0.00 0.00 0.1106
H -5.370 2.310 -0.645 -0.01 0.00 0.03 0.1088
H -4.133 4.415 -0.056 -0.01 0.00 0.01 0.0943
H -1.810 4.131 0.897 0.00 0.01 0.03 0.1082
C 4.113 1.278 -2.303 0.02 0.03 -0.01 -0.0397
C 3.301 0.084 -2.724 -0.02 -0.03 0.01 -0.2670
C 3.534 -0.481 -3.974 0.02 0.03 0.00 -0.0475
C 2.803 -1.565 -4.432 -0.03 -0.04 -0.01 -0.0739
C 1.807 -2.115 -3.641 0.01 0.01 -0.01 -0.0722
C 1.554 -1.567 -2.394 0.03 0.01 -0.02 -0.0806
C 2.295 -0.479 -1.925 0.03 -0.02 0.00 -0.3145
P 1.800 0.095 -0.278 -0.07 -0.03 0.03 1.0939
C 1.833 1.912 -0.252 -0.05 -0.01 0.02 -0.3175
C 2.652 2.591 0.645 0.01 -0.04 0.01 -0.0856
C 2.610 3.973 0.733 0.00 0.02 -0.01 -0.0772
C 1.741 4.682 -0.082 0.02 0.02 0.02 -0.0795
C 0.915 4.007 -0.969 0.01 0.02 0.00 -0.0559
C 0.937 2.620 -1.067 0.00 -0.03 0.00 -0.2837
C 0.023 1.920 -2.033 0.00 0.01 0.00 -0.0441
C 2.992 -0.502 0.944 0.08 0.00 -0.15 -0.3319
C 4.269 -0.947 0.594 0.01 0.00 -0.02 -0.0863
C 5.092 -1.541 1.532 -0.05 -0.01 0.12 -0.0900
C 4.626 -1.702 2.835 0.08 0.00 -0.13 -0.0829
C 3.360 -1.270 3.182 -0.05 0.02 0.03 -0.0526
C 2.506 -0.658 2.258 -0.07 0.01 0.06 -0.3322
C 1.123 -0.226 2.642 0.51 -0.13 -0.07 -0.2112
H 5.011 1.353 -2.914 0.00 0.01 0.01 0.0814
H 4.413 1.228 -1.257 0.00 0.00 0.02 0.0651
H 3.542 2.201 -2.424 0.01 0.01 0.01 0.0879
H 4.311 -0.057 -4.600 0.00 0.00 0.00 0.1103
H 3.011 -1.977 -5.411 0.00 -0.01 0.00 0.1041
H 1.225 -2.957 -3.992 0.00 0.00 0.01 0.1066
H 0.762 -1.978 -1.778 -0.01 0.00 0.01 0.0894
H 3.327 2.027 1.278 0.01 0.02 0.01 0.1086
H 3.252 4.492 1.433 0.00 0.00 0.00 0.1031
H 1.701 5.762 -0.024 0.00 0.00 0.00 0.1020
H 0.229 4.565 -1.595 0.00 0.00 -0.01 0.1114
H -0.739 2.605 -2.405 0.00 -0.01 0.00 0.0833
H -0.486 1.074 -1.564 0.00 -0.01 -0.01 0.0545
H 0.576 1.526 -2.889 -0.01 0.00 -0.01 0.0856
H 4.607 -0.857 -0.431 -0.01 0.00 0.00 0.0961
H 6.077 -1.889 1.248 0.01 -0.01 0.01 0.0992
H 5.253 -2.174 3.581 0.01 0.00 -0.01 0.1013
H 3.007 -1.405 4.198 0.00 0.00 0.00 0.1082
H 1.092 0.868 2.690 -0.09 0.04 0.04 0.0436
H 0.889 -0.611 3.633 -0.16 0.03 -0.03 0.0354
```
Forces are in eV/Å.

The calculation puts the largest force on an atom at 0.60 eV/A. The total energy is -111216.7239 eV. The energy above the lowest of the compared OMol25 structures with the same formula, charge and spin is 2.1 kcal/mol. Its multiplicity is 1. For the HOMO-LUMO gap, the calculation gives 8.55 eV. Its net charge is 0.

***

Entry 2:
The following is a quantum chemistry calculation of a gas-phase ion, C5H11N2 (charge +1) at a distorted geometry, from OMol25.

```
18
Properties=species:S:1:pos:R:3:forces:R:3:lowdin_charge:R:1
C 1.242 -0.367 -0.736 3.21 2.71 -2.09 -0.1930
C -0.385 -1.193 0.947 1.13 3.17 2.66 0.0681
C 0.080 -0.149 -1.618 -0.73 0.54 -0.43 -0.0848
C 0.879 -0.435 0.636 -0.84 0.10 2.11 -0.2035
C -0.373 0.349 0.764 -1.37 -0.64 -0.35 -0.4310
N -0.734 1.425 1.561 -1.03 -2.62 -1.22 0.1609
N -0.799 0.644 -0.645 0.48 3.71 -2.88 0.1018
H 1.847 -1.174 -1.025 0.92 -1.03 -0.76 0.1262
H 1.826 0.607 -0.860 0.04 -1.36 0.22 0.1617
H -0.859 -1.723 0.206 -1.04 -1.55 -1.11 0.0863
H -0.476 -1.374 2.012 -0.33 -0.78 -0.31 0.1317
H 0.384 0.504 -2.526 -1.10 -1.61 1.31 0.1750
H -0.397 -1.127 -1.761 -0.25 0.66 -0.87 0.1351
H 1.684 -0.340 1.367 -0.43 -0.11 -0.03 0.1733
H 0.029 1.966 1.730 1.76 2.25 1.56 0.0724
H -1.575 1.368 2.079 -0.25 0.37 0.84 0.1064
H -0.711 1.746 -0.871 0.48 -2.86 1.04 0.2428
H -1.785 0.606 -0.855 -0.65 -0.95 0.31 0.1706
```
Forces are in eV/Å.

The calculation puts the largest force on an atom at 4.72 eV/A. The total energy is -8335.2590 eV. The SMILES is N[C@]12C[C@H]1CC[NH2+]2. The energy above the lowest of the compared OMol25 structures with the same formula, charge and spin is 42.9 kcal/mol. Its multiplicity is 1. For the HOMO-LUMO gap, the calculation gives 10.94 eV. Its net charge is +1.

***

Entry 3:
The following is a quantum chemistry calculation of a molecular structure, C25H16N7O2RhS at a distorted geometry, from OMol25.

```
52
Properties=species:S:1:pos:R:3:forces:R:3:lowdin_charge:R:1
Rh 0.594 -0.159 0.032 1.14 0.06 -1.13 1.2364
O -1.483 4.826 1.223 0.05 0.26 0.11 0.1848
C -0.275 5.221 1.044 -0.04 0.09 0.07 -0.1958
C -0.004 6.631 1.162 -0.07 -0.31 -0.05 0.0761
C 1.278 7.071 1.039 0.19 -0.10 -0.04 -0.0092
C 2.313 6.145 0.795 -0.06 -0.12 -0.01 0.0505
C 2.052 4.756 0.651 0.31 0.34 -0.03 0.0378
C 0.788 4.278 0.754 -0.35 -0.04 0.07 -0.0303
C 0.487 2.822 0.573 0.31 0.58 0.17 -0.4249
O 1.400 2.027 0.236 -0.35 -0.10 0.02 -0.0718
N -0.775 2.506 0.827 0.47 -1.04 -0.07 0.0520
N -1.001 1.213 0.429 -0.29 0.11 0.40 -0.0921
C -1.729 0.405 1.104 -1.02 0.07 -0.03 -0.0476
C -2.164 -0.832 0.391 0.32 0.29 0.09 -0.2960
C -3.325 -1.496 0.711 -0.13 -0.14 -0.04 0.0052
C -3.703 -2.569 -0.096 -0.04 0.02 0.06 -0.0112
C -2.908 -2.921 -1.170 -0.01 0.02 -0.03 -0.0142
C -1.735 -2.211 -1.401 0.10 0.05 0.01 -0.0916
N -1.366 -1.192 -0.635 -0.16 -0.07 0.39 0.0032
H -1.485 3.783 1.156 -0.15 -0.01 -0.15 0.0952
H -0.838 7.291 1.359 -0.01 -0.02 0.00 0.1447
H 1.509 8.123 1.135 0.01 -0.01 0.00 0.1324
H 3.333 6.498 0.711 -0.01 0.00 0.00 0.1311
H 2.859 4.063 0.452 0.02 0.04 0.00 0.1336
H -2.142 0.666 2.078 -0.17 0.06 -0.10 0.1451
H -3.931 -1.180 1.551 0.01 -0.01 -0.02 0.1308
H -4.614 -3.113 0.116 0.01 0.01 -0.01 0.1285
H -3.179 -3.738 -1.824 0.00 0.01 0.00 0.1241
H -1.071 -2.470 -2.216 0.00 -0.03 0.02 0.1289
S 6.335 -5.272 0.307 0.09 -0.08 -0.02 1.0946
N 6.302 -3.785 -0.311 -0.15 -0.10 0.11 -0.1927
C 5.069 -3.337 -0.129 0.07 0.37 -0.19 -0.3022
C 4.577 -2.029 -0.541 0.29 -0.23 0.00 -0.0664
C 5.360 -1.082 -1.203 0.07 -0.02 -0.01 0.0482
C 4.794 0.121 -1.560 0.00 0.03 -0.02 -0.0043
C 3.462 0.361 -1.240 -0.12 -0.05 0.01 -0.0940
N 2.708 -0.537 -0.612 0.06 -0.01 0.10 0.0036
C 3.253 -1.720 -0.264 -0.40 -0.01 0.13 -0.1365
C 2.371 -2.675 0.418 0.00 0.28 -0.18 -0.1338
N 1.100 -2.284 0.639 -0.04 0.00 0.17 0.0133
C 0.263 -3.137 1.220 0.05 0.02 0.05 -0.0992
C 0.643 -4.414 1.621 -0.04 0.05 0.00 -0.0033
C 1.942 -4.815 1.410 0.05 -0.09 0.03 0.0464
C 2.829 -3.932 0.792 0.26 -0.24 0.02 -0.0652
C 4.221 -4.260 0.512 -0.37 -0.11 0.15 -0.3023
N 4.813 -5.406 0.814 0.09 0.16 -0.07 -0.1937
H 6.394 -1.313 -1.426 -0.02 0.01 0.00 0.1359
H 5.363 0.878 -2.080 0.00 -0.01 0.01 0.1237
H 2.981 1.296 -1.490 0.01 0.01 0.02 0.1081
H -0.750 -2.791 1.380 0.00 -0.02 0.01 0.1036
H -0.078 -5.065 2.094 0.01 0.01 0.00 0.1245
H 2.292 -5.795 1.708 -0.01 0.01 -0.01 0.1361
```
Forces are in eV/Å.

The calculation puts the largest force on an atom at 1.61 eV/A. The total energy is -54538.2050 eV. The energy above the lowest of the compared OMol25 structures with the same formula, charge and spin is 0.0 kcal/mol. Its multiplicity is 5. For the HOMO-LUMO gap (spin up / spin down), the calculation gives 7.97 / 5.53 eV. Its net charge is +2.

***

Entry 4:
The following is a quantum chemistry calculation of a single C26H44BFO4 molecule at a distorted geometry, from OMol25.

```
76
Properties=species:S:1:pos:R:3:forces:R:3:lowdin_charge:R:1
C 4.967 -0.005 2.991 0.03 0.02 -0.39 -0.0638
C 4.829 0.318 1.482 0.50 -0.01 0.82 -0.5661
C 6.006 1.241 1.104 -0.30 -0.60 -0.60 -0.0517
C 4.961 -1.020 0.755 -0.63 -0.08 0.07 -0.0537
C 3.458 1.004 1.333 0.60 -0.04 -0.49 -0.1171
C 2.816 1.120 -0.062 -0.96 0.44 -0.08 -0.4588
C 3.788 1.579 -1.140 0.05 -0.29 0.10 -0.0547
C 2.137 -0.198 -0.540 0.41 0.63 0.28 -0.0330
C 1.670 2.153 0.077 0.00 -0.01 0.12 -0.1821
C 0.662 1.907 1.019 -0.19 0.27 -0.08 -0.0217
C -0.421 2.761 1.202 0.33 0.13 -0.46 0.0144
C -0.515 3.904 0.407 0.16 -0.25 0.14 -0.2905
O -1.538 4.812 0.532 0.27 0.25 -0.43 -0.0498
C -2.844 4.289 0.654 -0.13 -0.38 0.24 -0.1591
C -3.246 3.241 -0.375 -0.76 0.05 0.17 -0.1797
O -3.460 2.014 0.299 0.79 0.05 -0.13 -0.1425
C -3.508 0.878 -0.542 -0.47 -0.47 0.38 -0.2155
C -2.781 -0.306 0.085 0.11 -0.56 -0.21 -0.0713
B -3.485 -1.678 -0.288 -0.04 -0.20 -0.14 -0.2866
C -4.854 -2.058 0.391 0.05 -0.09 0.46 -0.1139
C -4.581 -2.336 1.900 -0.01 0.55 -0.22 -0.1629
C -4.865 -1.109 2.762 0.15 -0.40 -0.14 -0.2032
F -3.859 -0.924 3.703 0.14 0.03 0.17 -0.0615
C -2.836 -2.706 -1.289 0.23 0.40 0.17 -0.1047
C -2.090 -2.072 -2.476 -0.43 -0.72 0.20 -0.1933
C -1.644 -3.101 -3.524 0.30 0.36 0.14 -0.1687
C -0.234 -3.596 -3.301 -0.07 -0.34 -0.46 -0.1824
O -0.263 -4.632 -2.292 0.27 0.43 0.22 -0.0443
C 0.732 -4.515 -1.384 -0.21 -0.16 1.19 -0.3463
O 0.527 -4.270 -0.227 -0.04 -0.13 -0.50 0.0967
C 0.474 4.173 -0.526 0.17 -0.15 -0.05 0.0046
C 1.561 3.311 -0.698 -0.48 -0.11 0.60 -0.0171
H 4.591 0.815 3.595 -0.06 0.09 0.21 0.0836
H 4.434 -0.923 3.228 -0.28 0.03 0.15 0.0834
H 6.010 -0.172 3.244 0.16 -0.03 0.08 0.0746
H 6.231 1.110 0.048 0.02 0.30 -0.17 0.0662
H 6.903 0.923 1.623 0.18 0.13 0.25 0.0746
H 5.794 2.289 1.290 0.08 0.15 0.18 0.0835
H 5.172 -0.930 -0.306 0.15 0.04 -0.11 0.0698
H 5.709 -1.646 1.232 0.36 0.02 -0.07 0.0844
H 4.023 -1.564 0.849 -0.08 -0.15 0.00 0.0790
H 3.581 2.017 1.718 0.00 0.14 0.09 0.1289
H 2.774 0.515 2.021 -0.25 -0.16 -0.04 0.1111
H 4.501 0.790 -1.361 0.12 -0.03 -0.01 0.0666
H 4.346 2.465 -0.856 0.02 0.22 0.02 0.0901
H 3.243 1.777 -2.057 -0.04 0.07 -0.22 0.0852
H 1.804 -0.780 0.313 -0.11 -0.23 0.01 0.0818
H 2.839 -0.767 -1.139 0.00 -0.35 -0.05 0.0700
H 1.273 0.071 -1.138 -0.14 -0.17 -0.24 0.0793
H 0.716 1.019 1.631 -0.02 -0.09 0.06 0.1118
H -1.192 2.552 1.925 -0.02 -0.17 0.10 0.1166
H -3.526 5.125 0.578 0.12 0.39 0.04 0.1223
H -2.977 3.845 1.640 -0.12 -0.07 0.13 0.1232
H -2.538 3.148 -1.199 0.32 -0.03 0.09 0.1295
H -4.199 3.558 -0.809 -0.07 0.03 -0.22 0.1240
H -3.104 1.073 -1.534 0.07 0.22 -0.11 0.1233
H -4.561 0.601 -0.652 -0.17 0.16 -0.26 0.1176
H -2.803 -0.201 1.172 -0.02 0.15 0.10 0.1092
H -1.737 -0.336 -0.225 0.18 0.27 0.11 0.0943
H -5.583 -1.249 0.319 -0.18 0.02 -0.06 0.0982
H -5.303 -2.951 -0.031 -0.08 -0.04 -0.28 0.0926
H -5.191 -3.162 2.247 0.07 -0.25 0.03 0.1068
H -3.532 -2.590 2.041 0.10 -0.19 0.18 0.1144
H -4.904 -0.215 2.148 -0.06 0.25 0.03 0.1071
H -5.790 -1.247 3.315 -0.19 0.21 0.01 0.1180
H -3.577 -3.427 -1.628 -0.09 -0.11 -0.17 0.1021
H -2.099 -3.288 -0.722 -0.01 -0.12 0.17 0.1155
H -1.205 -1.570 -2.092 0.04 0.36 -0.06 0.1001
H -2.744 -1.342 -2.948 0.06 0.21 -0.10 0.1101
H -1.677 -2.636 -4.507 0.00 -0.07 -0.20 0.1138
H -2.284 -3.980 -3.528 -0.27 0.01 -0.12 0.1186
H 0.173 -4.020 -4.217 0.09 -0.10 -0.08 0.1213
H 0.404 -2.772 -2.990 0.17 0.06 0.12 0.1188
H 1.754 -4.733 -1.717 0.03 0.12 -0.51 0.1465
H 0.378 5.066 -1.126 0.02 0.09 -0.06 0.1159
H 2.308 3.562 -1.430 0.10 0.05 -0.11 0.0968
```
Forces are in eV/Å.

The calculation puts the largest force on an atom at 1.22 eV/A. The total energy is -39258.3790 eV. The SMILES is CC(C)(C)CC(C)(C)c1ccc(OCCOCCB(CCCF)CCCCOC=O)cc1. Its multiplicity is 1. For the HOMO-LUMO gap, the calculation gives 8.91 eV. Its net charge is 0.